This record from the OMol25 dataset describes a molecular structure, C11H26AlN3O12P2 at a distorted geometry. The level of theory is ωB97M-V with the def2-TZVPD basis set.

Geometry as XYZ:
```
55
Properties=species:S:1:pos:R:3:mulliken_charge:R:1
Al -0.8303 0.6011 0.1009 0.952
P -0.3762 3.9671 -1.3182 0.668
O -0.9881 3.7504 0.0815 -0.620
O -1.5563 4.5642 -2.1884 -0.583
O -0.2955 2.5617 -2.0270 -0.443
O 0.9289 4.7533 -1.4055 -0.873
P -3.8722 1.4832 -1.7165 0.449
O -2.5372 0.9073 -2.2151 -0.392
O -3.4936 1.7139 -0.2355 -0.353
O -5.1556 0.6562 -1.8547 -0.895
O -3.9544 2.8361 -2.5352 -0.596
C 2.1212 -2.9270 0.8124 -0.509
C 0.9656 -2.7157 1.8283 -0.763
O 0.4070 -1.4774 1.9573 -0.436
H 3.1451 -2.9749 1.2123 0.475
H 2.1744 -2.1632 0.0298 -0.160
H 1.9799 -3.9026 0.3259 0.188
H 1.3999 -3.0376 2.8051 0.270
H 0.1671 -3.4384 1.5560 0.128
C -2.3014 1.3302 3.8410 -0.091
O -2.0218 0.9536 2.7439 -0.557
N -3.5717 1.6128 4.2678 0.272
C -3.8275 1.8135 5.6580 -0.939
C -4.6608 1.4005 3.3305 -0.899
H -1.5031 1.4995 4.5896 0.246
H -4.0591 0.9776 6.3334 0.312
H -4.5089 2.6316 5.9102 0.295
H -2.8667 2.1519 6.0689 0.302
H -5.1919 2.3579 3.3434 0.346
H -4.2954 1.1815 2.3232 0.229
H -5.3284 0.5817 3.6231 0.244
C 2.5834 1.4553 -1.7659 0.068
O 1.7483 0.6700 -1.4019 -0.493
N 3.7911 1.6092 -1.1796 0.320
C 4.7519 2.5778 -1.6258 -0.953
C 4.1831 0.8516 -0.0172 -0.816
H 2.4352 2.1684 -2.5913 0.130
H 4.4874 3.1301 -2.5233 0.275
H 5.7337 2.1075 -1.7926 0.321
H 4.9924 3.2786 -0.8166 0.331
H 5.1476 0.3796 -0.2465 0.345
H 4.2884 1.4338 0.9015 0.291
H 3.4518 0.0651 0.1685 0.063
C 0.1586 -2.1464 -2.6586 -0.042
O -0.3322 -1.7084 -1.6570 -0.498
N 0.4293 -3.4768 -2.8607 0.299
C 1.2633 -3.8543 -3.9686 -1.011
C 0.0399 -4.4769 -1.9021 -1.046
H 0.5133 -1.4730 -3.4536 0.268
H 1.5077 -3.1030 -4.7211 0.313
H 0.7425 -4.6026 -4.5832 0.322
H 2.2437 -4.2529 -3.6838 0.313
H 0.8471 -5.0107 -1.3904 0.328
H -0.5038 -4.0767 -1.0473 0.255
H -0.5968 -5.1954 -2.4296 0.352
```

Computed properties:
net charge: -4

=====

This record from the OMol25 dataset describes 3 unconnected molecules or ions with the total composition C11H26BrClNO6P. The level of theory is ωB97M-V with the def2-TZVPD basis set.

Geometry as XYZ:
```
47
Properties=species:S:1:pos:R:3:mulliken_charge:R:1
C -0.0040 1.8186 -2.8274 -0.870
C 0.5450 1.1576 -4.0831 -0.458
C 1.9724 1.5433 -4.4069 -0.716
N 2.9183 1.1397 -3.3436 -0.266
P 3.5429 2.2326 -2.2925 0.487
Cl 2.9249 1.0857 -0.4940 -0.421
Br 4.4297 3.6248 -3.9381 -0.383
H -1.0841 1.6998 -2.7717 0.364
H 0.2074 2.8898 -2.8307 0.294
H 0.4180 1.3953 -1.9163 0.126
H -0.0581 1.4373 -4.9488 0.329
H 0.4677 0.0704 -3.9971 0.324
H 2.0345 2.6175 -4.5500 0.453
H 2.2875 1.0885 -5.3455 0.234
H 2.5886 0.3366 -2.8248 0.265
H 2.7670 3.2819 -1.8418 0.151
H 4.8109 2.1269 -1.7812 0.095
C -0.8582 0.3371 2.3925 -1.055
C -0.0585 1.6204 2.3436 -0.006
O -0.9037 2.7670 2.1360 -0.345
C -1.5235 3.2211 3.2210 0.770
O -1.4454 2.7634 4.3320 -0.558
O -2.3324 4.2142 2.8503 -0.350
C -3.1139 4.7697 3.9121 -0.638
H -1.4665 0.2345 1.4934 0.279
H -0.1819 -0.5162 2.4484 0.296
H -1.5112 0.3172 3.2639 0.356
H 0.6154 1.6200 1.4906 0.097
H 0.5237 1.7613 3.2528 0.339
H -2.4763 5.0809 4.7360 0.300
H -3.8390 4.0419 4.2716 0.290
H -3.6222 5.6254 3.4795 0.219
C -2.4018 -5.4582 1.7005 -1.084
C -2.0546 -5.4902 0.2295 -0.195
O -1.3620 -4.2960 -0.1786 -0.366
C -0.0613 -4.2701 0.1024 0.739
O 0.5652 -5.1367 0.6551 -0.558
O 0.4111 -3.0726 -0.2414 -0.254
C 1.7953 -2.8692 0.0592 -0.459
H -2.9740 -4.5607 1.9362 0.287
H -3.0050 -6.3295 1.9557 0.355
H -1.5011 -5.4729 2.3120 0.310
H -2.9494 -5.5018 -0.3888 0.292
H -1.4425 -6.3561 -0.0176 0.320
H 2.4072 -3.6576 -0.3729 0.330
H 1.9521 -2.8389 1.1360 0.305
H 2.0528 -1.9098 -0.3775 -0.023
```

Computed properties:
SMILES: CCCN[PH2](Cl)Br.CCOC(=O)OC.CCOC(=O)OC

=====

no.,LUMO level (eV)
1,7.6
2,0.5